Entry 1:
{
  "formula": "C4H8O2",
  "method": "the ωB97M-V functional and the def2-TZVPD basis",
  "multiplicity": 1,
  "homo_energy_ev": -8.74,
  "species": ["O", "O", "C", "C", "C", "C", "H", "H", "H", "H", "H", "H", "H", "H"],
  "xyz": [[-0.4052, -1.5428, 1.1476], [0.6824, -1.0957, -1.1647], [-0.1235, -0.1998, -0.6172], [0.1663, 1.1949, -0.7738], [-1.1840, -0.8402, 0.2649], [0.8407, 0.7645, 0.5925], [-1.8395, -0.0577, 0.6963], [0.5335, 1.4464, 1.3862], [0.5863, -1.8550, -0.5289], [1.9175, 0.6692, 0.4611], [-1.8086, -1.4794, -0.3840], [0.8482, 1.4907, -1.5677], [-0.6698, 1.8723, -0.6192], [0.4558, -0.3672, 1.1070]],
  "forces_ev_per_angstrom": [[0.064, 0.011, 0.213], [-0.011, -0.113, 0.081], [-0.111, 0.084, 0.042], [-0.111, -0.004, -0.156], [-0.125, 0.203, -0.276], [0.203, 0.164, 0.285], [0.148, -0.120, 0.018], [-0.010, -0.129, -0.124], [0.077, 0.043, -0.190], [-0.183, 0.027, 0.022], [0.060, 0.095, 0.088], [-0.085, -0.074, 0.115], [0.141, -0.114, -0.030], [-0.057, -0.072, -0.089]],
  "lowdin_charge": [-0.26, 0.09, -0.40, -0.06, -0.32, -0.05, 0.13, 0.11, 0.14, 0.11, 0.13, 0.12, 0.12, 0.13]
}



Entry 2:
{
  "formula": "C4H8O2",
  "method": "the ωB97M-V functional and the def2-TZVPD basis",
  "multiplicity": 1,
  "homo_energy_ev": -9.71,
  "smiles": "C[C@H]1COCO1",
  "species": ["O", "O", "C", "C", "C", "C", "H", "H", "H", "H", "H", "H", "H", "H"],
  "xyz": [[0.2397, -1.1949, -0.1040], [-1.6462, -0.1369, -0.8652], [0.0847, 0.0405, 0.6080], [1.4150, 0.6667, 0.9182], [-0.9882, -1.3988, -0.7655], [-0.6509, 0.7919, -0.4917], [1.9745, 0.7942, -0.0124], [0.1269, 0.9676, -1.2788], [-0.7891, -1.8043, -1.7668], [1.2405, 1.6505, 1.3688], [-0.4741, -0.1831, 1.5355], [2.0003, 0.0592, 1.6083], [-0.9057, 1.8380, -0.5581], [-1.6273, -2.0905, -0.1960]],
  "forces_ev_per_angstrom": [[0.031, -0.104, 0.203], [0.126, 0.148, -0.246], [0.140, 0.360, -0.069], [0.177, -0.019, 0.032], [-0.199, -0.219, -0.143], [1.224, 0.201, -1.064], [0.056, 0.001, 0.160], [-0.057, -1.212, -0.052], [0.063, 0.056, 0.197], [0.117, -0.160, -0.024], [-0.170, 0.474, -0.390], [0.001, 0.035, -0.026], [-1.492, 0.213, 1.542], [-0.017, 0.226, -0.120]],
  "lowdin_charge": [-0.08, -0.08, -0.37, -0.04, -0.21, -0.17, 0.09, 0.13, 0.13, 0.09, 0.16, 0.08, 0.13, 0.13]
}



Entry 3:
{
  "formula": "C4H8O2",
  "method": "the ωB97M-V functional and the def2-TZVPD basis",
  "multiplicity": 1,
  "homo_energy_ev": -9.19,
  "smiles": "C[C@@H](O)C=C=O.[H][H]",
  "species": ["O", "O", "C", "C", "C", "C", "H", "H", "H", "H", "H", "H", "H", "H"],
  "xyz": [[-1.5080, -0.9344, 1.0698], [-1.3043, 2.7082, -1.1688], [-0.3825, 1.0171, 0.3949], [-0.4529, -0.4743, 0.2361], [0.8666, -1.1282, 0.6238], [-0.8924, 1.8848, -0.4509], [1.1094, -0.8914, 1.6645], [1.6792, -0.7716, -0.0149], [1.1400, 1.0473, -1.8830], [0.8003, -2.2180, 0.5180], [-0.6697, -0.7174, -0.8150], [-1.4485, -1.8978, 1.1121], [1.0975, 0.9390, -2.6211], [-0.0348, 1.4366, 1.3345]],
  "forces_ev_per_angstrom": [[-0.119, -0.302, 0.067], [0.368, -0.861, 0.497], [-0.141, 0.134, -0.027], [0.216, 0.141, -0.257], [0.089, -0.039, 0.022], [-0.273, 0.704, -0.233], [-0.029, -0.037, -0.109], [-0.097, -0.053, 0.055], [0.026, -0.037, -0.211], [0.026, 0.147, 0.027], [-0.030, 0.077, 0.125], [-0.079, 0.125, 0.026], [0.040, 0.019, 0.120], [0.005, -0.016, -0.100]],
  "lowdin_charge": [-0.04, 0.17, -0.08, -0.47, -0.06, -0.21, 0.09, 0.07, 0.03, 0.08, 0.14, 0.09, 0.06, 0.13]
}



Entry 4:
{
  "formula": "C4H8O2",
  "method": "the ωB97M-V functional and the def2-TZVPD basis",
  "multiplicity": 1,
  "homo_energy_ev": -7.97,
  "species": ["O", "O", "C", "C", "C", "C", "H", "H", "H", "H", "H", "H", "H", "H"],
  "xyz": [[-0.6977, 1.1492, 0.3863], [2.0208, 1.0607, -0.5174], [-1.9268, 0.4529, 0.1819], [0.1183, -1.1732, -0.0706], [2.1328, -0.0258, 0.2584], [-0.6960, 0.0021, -0.5013], [-2.6933, 1.0029, -0.3770], [1.4384, 1.7388, -0.1166], [-2.2986, -0.1146, 1.0416], [-0.5967, 0.2768, -1.5573], [1.7438, 0.1563, 1.2793], [-0.0928, -1.5022, 0.9524], [1.5015, -1.0156, -0.1793], [0.0465, -2.0083, -0.7804]],
  "forces_ev_per_angstrom": [[-0.104, -0.283, -0.179], [-0.309, 0.096, 0.366], [-0.041, -0.141, -0.059], [0.439, 0.230, 0.102], [-0.263, 0.422, 0.148], [-0.039, 0.116, -0.025], [0.309, -0.152, 0.176], [0.290, -0.315, -0.163], [0.193, 0.185, -0.237], [0.006, -0.012, 0.324], [0.113, 0.020, -0.239], [0.056, 0.083, -0.244], [-0.683, -0.470, -0.142], [0.033, 0.221, 0.171]],
  "lowdin_charge": [-0.09, -0.06, -0.11, -0.06, -0.08, -0.34, 0.11, 0.10, 0.12, 0.14, 0.06, 0.09, 0.03, 0.09]
}



Entry 5:
{
  "formula": "C4H8O2",
  "method": "the ωB97M-V functional and the def2-TZVPD basis",
  "multiplicity": 1,
  "homo_energy_ev": [-6.56, -6.95],
  "species": ["O", "O", "C", "C", "C", "C", "H", "H", "H", "H", "H", "H", "H", "H"],
  "xyz": [[-0.6098, -0.3451, -1.0801], [0.3785, -0.3408, 0.9654], [-0.3830, 0.7072, 1.5977], [1.7552, 0.0113, -1.0056], [0.4354, -0.2317, -0.3686], [-1.8842, -0.5671, -0.6316], [1.6268, 0.2603, -2.0604], [-1.9113, -1.2146, 0.2423], [2.2654, 0.8325, -0.4892], [-1.4487, 0.6218, 1.3621], [2.4026, -0.8717, -0.9268], [-0.2089, 0.5944, 2.6655], [-0.0037, 1.6769, 1.2599], [-2.5052, -0.8380, -1.4765]],
  "forces_ev_per_angstrom": [[0.191, 0.138, -0.067], [0.019, -0.137, -0.128], [-0.106, 0.170, 0.161], [-0.008, 0.007, -0.035], [0.145, 0.022, 0.005], [-0.221, -0.290, -0.011], [0.012, -0.051, 0.133], [-0.043, 0.138, -0.022], [-0.046, -0.088, -0.107], [0.183, 0.058, 0.006], [-0.106, 0.102, 0.006], [-0.025, -0.002, -0.095], [-0.080, -0.080, 0.091], [0.086, 0.014, 0.063]],
  "lowdin_charge": [-0.02, -0.05, -0.05, 0.02, -0.44, -0.07, 0.09, 0.05, 0.09, 0.06, 0.09, 0.10, 0.10, 0.03]
}



Entry 6:
{
  "formula": "C4H8O2",
  "method": "the ωB97M-V functional and the def2-TZVPD basis",
  "multiplicity": 1,
  "homo_energy_ev": -9.33,
  "smiles": "C=C(C=O)OC.[H][H]",
  "species": ["O", "O", "C", "C", "C", "C", "H", "H", "H", "H", "H", "H", "H", "H"],
  "xyz": [[1.6833, 1.1810, 0.3913], [-0.9303, -1.2488, 0.1061], [1.0246, 0.1705, 0.4853], [-0.4186, 0.0207, 0.1061], [-1.2716, 1.0518, 0.0117], [-0.0816, -2.3294, -0.2445], [0.6138, 3.7818, -0.3941], [-2.3352, 0.8311, 0.0582], [1.4430, -0.7294, 0.9872], [-0.7346, -3.1178, -0.6268], [-0.9320, 2.0812, -0.0646], [0.6410, -2.0614, -1.0277], [0.4562, -2.7106, 0.6319], [0.8422, 3.0794, -0.4201]],
  "forces_ev_per_angstrom": [[-0.371, -0.601, -0.131], [-0.068, 0.080, 0.167], [0.088, 0.367, 0.116], [-0.221, 0.332, 0.019], [0.355, -0.324, 0.093], [0.130, -0.197, -0.023], [-0.064, 0.246, -0.065], [0.153, 0.118, -0.382], [-0.006, 0.170, -0.176], [0.124, 0.128, 0.063], [-0.026, -0.380, 0.339], [-0.158, 0.025, 0.136], [-0.052, 0.009, -0.155], [0.117, 0.026, 0.000]],
  "lowdin_charge": [0.02, -0.12, -0.20, -0.32, 0.12, -0.09, 0.05, 0.08, 0.13, 0.09, 0.03, 0.10, 0.09, 0.02]
}



Entry 7:
{
  "formula": "C4H8O2",
  "method": "the ωB97M-V functional and the def2-TZVPD basis",
  "multiplicity": 1,
  "homo_energy_ev": [-7.76, -8.44],
  "species": ["O", "O", "C", "C", "C", "C", "H", "H", "H", "H", "H", "H", "H", "H"],
  "xyz": [[-2.1547, 1.1729, 0.3626], [-0.7322, -0.0445, 1.8961], [-0.6742, -1.5226, -0.1245], [-0.9971, 0.7443, 0.8512], [1.3804, 0.0743, 0.4130], [-0.0491, -0.3571, 0.5273], [1.3018, 1.0602, 0.9820], [-0.0321, 2.7041, 1.1751], [-0.6989, -1.4422, -1.2176], [-1.8162, 1.4071, -0.4849], [2.1443, -0.4667, 0.8406], [-1.7012, -1.5033, 0.1791], [1.6567, 0.2342, -0.6187], [-0.2032, -2.4750, 0.0777]],
  "forces_ev_per_angstrom": [[-0.183, -1.218, 1.258], [-0.322, 0.243, -1.229], [-0.092, -0.339, -0.770], [2.461, 1.040, 1.374], [-1.820, 2.695, 0.745], [-0.459, 1.491, 0.382], [0.809, -0.921, -1.080], [-0.769, -1.939, -0.426], [0.264, 0.305, 0.073], [-0.451, 0.935, -1.667], [1.285, -1.852, 1.160], [-0.643, -0.530, 0.210], [-0.182, 0.261, -0.407], [0.103, -0.171, 0.376]],
  "lowdin_charge": [0.10, 0.08, -0.01, -0.44, -0.02, -0.37, 0.05, 0.09, 0.10, 0.10, 0.05, 0.09, 0.09, 0.09]
}



Entry 8:
{
  "formula": "C4H8O2",
  "method": "the ωB97M-V functional and the def2-TZVPD basis",
  "multiplicity": 1,
  "homo_energy_ev": -10.13,
  "smiles": "C[C@@H](O)[C@H]1CO1",
  "species": ["O", "O", "C", "C", "C", "C", "H", "H", "H", "H", "H", "H", "H", "H"],
  "xyz": [[0.6712, 1.5613, 0.2266], [-0.9407, 0.4784, -1.5543], [-1.9190, 0.0930, -0.5905], [0.4116, 0.2106, 0.5362], [-0.5468, -0.3960, -0.4978], [1.7011, -0.5917, 0.6446], [2.3622, -0.1314, 1.3838], [-2.7128, -0.5497, -0.9659], [-0.0965, 0.1730, 1.5126], [2.2261, -0.6317, -0.3160], [0.1785, 1.7485, -0.5910], [-2.2340, 0.8835, 0.0903], [-0.3305, -1.4139, -0.8249], [1.4837, -1.6157, 0.9744]],
  "forces_ev_per_angstrom": [[-0.108, 0.065, -0.158], [0.083, 0.057, -0.149], [-0.282, -0.052, 0.114], [-0.073, -0.328, 0.118], [0.058, -0.135, 0.174], [0.032, 0.012, -0.003], [-0.071, -0.040, -0.112], [0.131, 0.087, 0.012], [0.076, 0.004, -0.099], [-0.093, 0.028, 0.111], [0.169, 0.046, 0.112], [0.064, -0.069, -0.109], [-0.024, 0.165, 0.070], [0.034, 0.160, -0.080]],
  "lowdin_charge": [-0.02, -0.05, -0.10, -0.41, -0.24, -0.05, 0.08, 0.11, 0.14, 0.09, 0.09, 0.12, 0.15, 0.08]
}



The calculation returns the following E_tot values, one per record and in order: -307.56209, -307.64227, -307.61755, -307.49609, -307.54747, -307.58999, -307.48501, -307.63863 Eh.
The calculation returns the following ΔE to the lowest compared entry with this formula, charge and spin values, one per record and in order: 94.3, 44.0, 59.5, 135.8, 103.5, 76.8, 142.7, 46.3 kcal/mol.